# 1
Molecular formula: C29H48ClN4O4PtSi
Method: DFT, ωB97M-V with the def2-TZVPD basis set

Its spin multiplicity is 3. For the HOMO energy (alpha / beta), the calculation gives -1.989 / -3.399 eV. The value obtained for the LUMO energy (alpha / beta) is 2.20 / 2.19 eV. Its energy is -68643.4653 eV. The charge is -1. The calculation puts the orbital gap (alpha / beta) at 4.190 / 5.593 eV.

Each line ends with the Löwdin charge.
Element x y z (Å)
O -1.80 0.17 1.41  -0.189
C -2.82 -0.11 0.66  -0.258
C -3.54 -1.33 1.09  -0.206
C -3.42 -1.24 2.48  -0.089
H -2.81 -0.41 2.89  0.104
C -4.03 -2.14 3.31  -0.108
H -3.66 -2.03 4.31  0.090
C -4.93 -3.02 2.77  -0.147
H -5.41 -3.68 3.45  0.072
C -5.18 -3.07 1.40  -0.133
H -5.92 -3.77 1.02  0.082
C -4.45 -2.28 0.49  -0.055
H -4.58 -2.32 -0.62  0.096
H -2.85 0.08 -0.52  0.107
C -1.98 -0.63 -2.86  -0.084
C -0.91 -1.29 -1.94  -0.544
H -2.68 -1.50 -2.97  0.084
H -1.35 -0.40 -3.74  0.062
H -2.50 0.32 -2.50  0.074
C -1.20 -2.52 -1.44  -0.184
C -1.21 -3.54 -2.49  -0.111
H -1.53 -2.76 -0.44  0.095
H -2.23 -3.94 -2.52  0.084
H -0.49 -4.33 -2.31  0.078
H -0.96 -3.10 -3.49  0.080
Pt 0.51 -0.29 -1.44  1.036
Cl 1.45 -1.40 -3.35  0.035
C 3.27 0.46 -1.60  -0.335
O 2.15 1.06 -1.48  -0.207
N 4.41 1.09 -1.84  -0.166
C 4.44 2.48 -2.30  -0.025
C 5.69 0.38 -1.77  -0.034
H 3.33 -0.63 -1.49  0.083
H 3.44 2.91 -2.22  0.091
H 4.80 2.54 -3.33  0.090
H 5.15 3.05 -1.69  0.085
H 5.54 -0.54 -1.20  0.095
H 6.43 1.02 -1.28  0.087
H 6.05 0.13 -2.78  0.090
H -2.44 3.47 3.42  0.074
H -0.46 3.87 3.43  0.072
C -2.48 2.59 2.77  -0.065
C -0.07 3.09 2.77  -0.053
N -1.20 2.53 2.09  -0.191
H -3.29 2.71 2.04  0.084
C -1.13 2.02 0.82  -0.385
O -0.07 1.71 0.24  -0.080
H 0.65 3.55 2.07  0.093
H -2.13 2.13 0.36  0.099
H -2.66 1.69 3.38  0.082
H 0.46 2.35 3.38  0.066
H -0.07 3.73 -4.83  0.096
H -2.28 5.11 -3.60  0.088
C -0.84 2.96 -4.77  -0.034
C -2.67 4.09 -3.50  -0.047
N -1.60 3.10 -3.54  -0.183
H -0.36 1.97 -4.77  0.092
C -1.25 2.37 -2.47  -0.246
O -0.36 1.47 -2.61  -0.163
H -3.20 4.00 -2.54  0.089
H -1.77 2.61 -1.54  0.125
H -1.52 3.07 -5.62  0.085
H -3.37 3.91 -4.32  0.087
C 0.14 -3.22 1.55  -0.167
Si 1.72 -2.48 0.89  0.374
C 3.10 -2.72 2.14  -0.173
C 2.33 -3.32 -0.66  -0.202
N 1.41 -0.77 0.62  -0.156
C 1.60 0.07 1.68  -0.394
C 1.06 -0.26 2.97  -0.068
C 1.67 0.18 4.13  -0.133
C 2.71 1.11 4.07  -0.161
C 3.13 1.60 2.83  -0.133
C 2.54 1.15 1.66  -0.057
H 0.15 -4.30 1.37  0.030
H -0.72 -2.78 1.03  -0.007
H -0.02 -3.03 2.62  0.027
H 3.65 -3.64 1.88  0.014
H 3.81 -1.88 2.14  0.031
H 2.70 -2.83 3.16  0.025
H 1.52 -3.61 -1.34  -0.010
H 2.86 -4.23 -0.34  0.021
H 3.03 -2.71 -1.23  -0.008
H 0.20 -0.94 3.00  0.090
H 1.34 -0.22 5.10  0.094
H 3.20 1.46 4.99  0.082
H 3.92 2.35 2.77  0.088
H 2.83 1.53 0.69  0.083

***

# 2
Molecular formula: C33H68BNO27Si
Method: DFT, ωB97M-V with the def2-TZVPD basis set

The value obtained for the relative energy (zero: lowest compared OMol25 entry of this formula, charge and spin) is 0.0 kcal per mole. For the HOMO energy, the calculation gives -9.443 eV. Its SMILES is CB(O)[Si@@H](CC=O)CCCCNC(C)=O.COC(=O)OC.COC(=O)OC.COC(=O)OC.COC(=O)OC.COC(=O)OC.COC(=O)OC.COC(=O)OC.COC(=O)OC. The value obtained for the LUMO energy is 0.26 eV. Its energy is -100652.3343 eV. The calculation puts the orbital gap at 9.704 eV.

Each line ends with the Löwdin charge.
Element x y z (Å)
C -8.07 3.33 2.00  -0.056
B -6.52 3.60 2.08  -0.549
O -6.03 4.60 2.87  0.088
Si -5.15 2.48 1.07  0.759
C -5.05 2.97 -0.77  -0.232
C -6.25 3.72 -1.25  -0.333
O -6.61 4.77 -0.78  0.033
C -3.44 2.69 1.84  -0.302
C -3.15 1.71 2.99  -0.252
C -3.11 0.22 2.57  -0.201
C -2.47 -0.01 1.21  -0.207
N -2.16 -1.42 0.92  0.058
C -3.06 -2.42 1.22  -0.534
C -4.48 -2.21 0.76  0.009
O -2.71 -3.45 1.78  0.044
H -8.50 4.12 1.38  0.071
H -8.56 3.37 2.98  0.061
H -8.32 2.38 1.54  0.052
H -6.64 4.87 3.56  0.100
H -5.55 1.05 1.12  0.005
H -4.15 3.56 -0.91  0.092
H -4.93 2.05 -1.36  0.066
H -6.83 3.26 -2.08  0.121
H -2.67 2.61 1.07  0.066
H -3.38 3.71 2.23  0.079
H -3.93 1.82 3.74  0.106
H -2.21 1.97 3.48  0.107
H -2.52 -0.33 3.31  0.117
H -4.11 -0.20 2.60  0.093
H -3.09 0.38 0.40  0.096
H -1.52 0.53 1.15  0.126
H -1.24 -1.68 1.25  0.126
H -4.72 -2.98 0.03  0.071
H -4.67 -1.23 0.32  0.060
H -5.16 -2.35 1.60  0.096
C -7.70 0.54 -5.63  -0.035
O -6.76 -0.52 -5.82  0.006
C -5.93 -0.70 -4.79  -0.627
O -5.94 -0.08 -3.76  0.110
O -5.11 -1.71 -5.08  0.007
C -4.17 -2.02 -4.05  -0.032
H -8.29 0.57 -6.54  0.094
H -8.34 0.34 -4.78  0.097
H -7.19 1.49 -5.49  0.096
H -4.69 -2.32 -3.14  0.092
H -3.53 -1.16 -3.84  0.097
H -3.58 -2.85 -4.44  0.095
C 3.08 2.42 -0.74  -0.023
O 2.54 1.30 -0.04  0.005
C 2.33 0.23 -0.81  -0.625
O 2.57 0.15 -1.99  0.125
O 1.83 -0.75 -0.06  -0.001
C 1.55 -1.96 -0.76  -0.027
H 3.20 3.19 0.01  0.075
H 4.04 2.17 -1.18  0.080
H 2.40 2.76 -1.52  0.106
H 2.46 -2.38 -1.20  0.090
H 0.81 -1.79 -1.54  0.099
H 1.16 -2.65 -0.02  0.093
C 5.56 -4.46 -1.53  -0.034
O 4.31 -5.06 -1.16  -0.006
C 4.39 -6.36 -0.88  -0.626
O 5.39 -7.03 -0.91  0.125
O 3.17 -6.78 -0.56  0.002
C 3.10 -8.18 -0.22  -0.036
H 5.34 -3.42 -1.73  0.089
H 6.28 -4.54 -0.72  0.099
H 5.97 -4.93 -2.42  0.098
H 3.73 -8.39 0.64  0.097
H 3.42 -8.79 -1.07  0.097
H 2.06 -8.37 0.01  0.093
C -1.80 -4.33 4.72  -0.028
O -0.93 -3.93 5.79  0.007
C -1.31 -2.82 6.41  -0.628
O -2.27 -2.14 6.14  0.115
O -0.44 -2.56 7.39  0.000
C -0.72 -1.38 8.14  -0.043
H -1.36 -5.23 4.30  0.096
H -2.80 -4.54 5.10  0.100
H -1.86 -3.56 3.95  0.065
H -1.70 -1.46 8.62  0.096
H -0.71 -0.50 7.50  0.095
H 0.06 -1.31 8.88  0.092
C 5.43 2.02 3.52  -0.028
O 6.76 1.65 3.14  0.013
C 7.17 2.18 1.99  -0.615
O 6.52 2.92 1.28  0.102
O 8.40 1.76 1.73  0.017
C 8.94 2.28 0.51  -0.016
H 5.25 1.52 4.46  0.095
H 5.35 3.10 3.65  0.097
H 4.71 1.69 2.77  0.093
H 9.01 3.37 0.55  0.103
H 8.32 2.00 -0.34  0.076
H 9.92 1.84 0.40  0.098
C 6.49 1.74 -2.60  -0.049
O 7.79 1.33 -3.05  -0.002
C 8.16 1.87 -4.21  -0.623
O 7.51 2.62 -4.88  0.128
O 9.38 1.42 -4.50  0.003
C 9.91 1.91 -5.74  -0.036
H 6.33 1.23 -1.65  0.086
H 6.46 2.82 -2.45  0.098
H 5.73 1.44 -3.32  0.102
H 9.99 3.00 -5.71  0.097
H 9.28 1.62 -6.57  0.097
H 10.89 1.47 -5.83  0.093
C -5.88 -6.21 0.13  -0.028
O -6.79 -6.54 -0.93  0.007
C -7.70 -5.60 -1.18  -0.626
O -7.79 -4.54 -0.61  0.117
O -8.48 -6.02 -2.16  0.004
C -9.51 -5.10 -2.54  -0.036
H -5.20 -7.05 0.21  0.096
H -5.34 -5.30 -0.10  0.080
H -6.42 -6.08 1.07  0.101
H -9.07 -4.16 -2.88  0.095
H -10.17 -4.90 -1.70  0.097
H -10.06 -5.58 -3.34  0.093
C 7.57 9.08 -0.96  -0.039
O 6.30 8.53 -0.59  0.003
C 6.33 7.21 -0.35  -0.623
O 7.30 6.51 -0.41  0.121
O 5.10 6.82 -0.03  0.011
C 4.99 5.42 0.26  -0.042
H 7.38 10.14 -1.12  0.093
H 8.29 8.94 -0.16  0.096
H 7.94 8.62 -1.87  0.097
H 5.61 5.15 1.11  0.081
H 5.27 4.82 -0.60  0.090
H 3.94 5.26 0.51  0.086

***

# 3
Molecular formula: C17H35ClN4O10
Method: DFT, ωB97M-V with the def2-TZVPD basis set

The value obtained for the relative energy (zero: lowest compared OMol25 entry of this formula, charge and spin) is 0.0 kcal per mole. For the HOMO energy, the calculation gives -8.268 eV. Its SMILES is CCC(=O)OCCc1c(N)c(N)c2c(c1CN)C(=O)N([C@@H](Cl)CC)C2=O.O.O.O.O.O.O. The value obtained for the LUMO energy is -0.66 eV. Its energy is -57148.8356 eV. The calculation puts the orbital gap at 7.610 eV.

Each line ends with the Löwdin charge.
Element x y z (Å)
C 5.26 -0.55 1.56  -0.129
C 5.33 0.17 0.13  -0.130
C 4.24 1.35 -0.05  -0.359
O 4.17 2.20 0.87  0.050
O 3.49 1.36 -1.26  -0.078
C 2.63 2.52 -1.37  -0.157
C 1.45 2.10 -2.42  -0.120
C 0.22 1.59 -1.48  -0.047
C 0.35 0.12 -0.93  -0.107
N 1.46 -0.79 -1.26  0.068
C -0.76 -0.46 0.03  -0.121
N -0.73 -1.80 0.62  0.064
C -1.93 0.49 0.37  0.006
C -2.09 1.93 -0.20  0.007
C -1.01 2.52 -1.14  -0.043
C -1.16 4.01 -1.73  -0.232
N -1.55 5.03 -0.71  -0.021
C -3.45 2.53 0.38  -0.289
O -3.91 3.69 0.43  0.068
N -4.19 1.34 0.90  -0.035
C -5.23 0.81 -0.07  -0.513
Cl -4.87 -0.97 -0.52  0.657
C -6.64 0.86 0.70  -0.231
C -7.62 -0.38 0.41  -0.166
C -3.20 0.30 1.31  -0.374
O -3.26 -0.55 2.22  0.042
H 6.07 -1.37 1.61  0.064
H 5.46 0.14 2.45  0.082
H 4.27 -1.12 1.73  0.085
H 5.14 -0.65 -0.67  0.094
H 6.39 0.61 0.01  0.128
H 3.19 3.41 -1.83  0.140
H 2.08 2.81 -0.40  0.138
H 1.79 1.29 -3.15  0.090
H 1.15 3.01 -3.05  0.107
H 1.73 -0.56 -2.24  0.088
H 1.16 -1.77 -1.31  0.080
H 0.13 -2.31 0.39  0.067
H -0.80 -1.75 1.66  0.099
H -1.90 3.94 -2.61  0.132
H -0.14 4.35 -2.15  0.098
H -1.48 4.60 0.23  0.064
H -2.52 5.34 -0.88  0.070
H -5.22 1.39 -1.06  0.131
H -7.15 1.87 0.48  0.116
H -6.38 0.86 1.83  0.122
H -7.64 -0.70 -0.69  0.066
H -7.39 -1.24 1.13  0.062
H -8.69 -0.02 0.66  0.077
O -6.00 -3.42 1.63  -0.084
H -5.17 -2.95 1.47  -0.007
H -5.81 -3.98 2.39  0.010
O 5.78 -3.54 2.77  -0.051
H 5.02 -4.04 3.09  0.060
H 6.37 -3.48 3.54  0.064
O -4.45 -3.78 4.27  -0.055
H -3.77 -3.09 4.24  0.041
H -5.14 -3.41 4.82  0.049
O 5.34 -2.75 -1.89  -0.062
H 5.96 -3.37 -1.48  0.025
H 4.87 -3.27 -2.54  0.036
O 3.67 1.40 -4.67  -0.057
H 3.48 2.33 -4.87  0.043
H 3.95 1.40 -3.75  0.019
O 6.91 -5.11 0.48  -0.067
H 6.35 -5.89 0.40  0.036
H 6.55 -4.63 1.24  -0.011

***

# 4
Molecular formula: C2H11FN3P
Method: DFT, ωB97M-V with the def2-TZVPD basis set

For the HOMO energy, the calculation gives -9.279 eV. The value obtained for the LUMO energy is 0.34 eV. Its energy is -18727.1212 eV. The calculation puts the orbital gap at 9.624 eV.

Each line ends with the Löwdin charge.
Element x y z (Å)
N -0.96 1.23 1.31  0.069
C -0.64 0.65 -0.03  -0.716
N 0.37 1.43 -0.69  0.053
N -1.88 0.70 -0.81  0.062
C -0.28 -0.84 0.13  -0.328
P 1.49 -1.29 -0.01  0.990
H -0.70 0.60 2.06  0.056
H -0.49 2.11 1.44  0.064
H 1.08 1.75 -0.06  0.068
H -0.01 2.19 -1.22  0.075
H -2.63 0.68 -0.15  0.075
H -1.96 1.61 -1.24  0.066
H -0.61 -1.20 1.10  0.073
H -0.80 -1.42 -0.61  0.078
H 1.71 -2.52 -0.94  -0.041
H 2.28 -0.25 -0.49  -0.048
H 1.97 -1.62 1.25  -0.035
F 2.06 -3.80 -1.04  -0.563